Entry 1:
Entry from OMol25: a single C5H6O molecule (wB97M-V/def2-TZVPD).

Geometry as XYZ:
```
12
Properties=species:S:1:pos:R:3
C -1.2104 0.8709 -0.0563
C -0.9328 -0.5580 0.3257
O -0.5381 -1.4283 -0.7237
C 0.4295 -1.1179 0.2723
C 1.5312 -0.2636 -0.1295
C 2.3861 0.5195 -0.4522
H -0.3460 1.3073 -0.5593
H -1.4345 1.4684 0.8332
H -2.0672 0.9192 -0.7350
H -1.6268 -1.0071 1.0400
H 0.6892 -1.9526 0.9201
H 3.1199 1.2423 -0.7354
```

As for the relative energy (zero: lowest compared OMol25 entry of this formula, charge and spin): 61.7 kcal/mol. The LUMO energy comes out at 1.113 eV. The calculation puts the total energy at -269.24788 a.u. The HOMO energy comes out at -9.98 eV. As for the SMILES: C#C[C@@H]1O[C@@H]1C. For the maximum force, the calculation gives 0.009 hartree/bohr.

=====

Entry 2:
Entry from OMol25: 4 unconnected molecules or ions with the total composition C2H10NO5 in a non-equilibrium geometry (wB97M-V/def2-TZVPD).

Geometry as XYZ:
```
18
Properties=species:S:1:pos:R:3
O 0.9950 1.0833 -2.3145
C 0.6236 0.6990 -1.2279
N 0.6979 -0.5051 -0.5262
C -0.0444 -0.4738 0.8782
O -1.3025 -0.1117 0.8961
H 0.1778 1.4114 -0.4997
H 0.3544 -1.3303 -0.9993
H 0.2248 -1.4949 1.2037
H 0.6224 0.1880 1.4707
H -2.9585 -2.1316 -0.7211
H -1.7409 -1.3335 -0.3625
O -2.0640 -1.9900 -1.0449
H 3.3889 -0.1123 1.0357
H 2.7424 -0.9517 -0.0730
O 3.4364 -0.9875 0.6064
H -1.5599 1.8993 0.6270
H -1.7650 3.3511 0.1375
O -1.8286 2.7904 0.9137
```

As for the relative energy (zero: lowest compared OMol25 entry of this formula, charge and spin): 40.8 kcal/mol. The LUMO energy comes out at 3.742 eV. The calculation puts the total energy at -513.20760 a.u. The HOMO energy comes out at -4.66 eV. As for the total charge: -1. For the maximum force, the calculation gives 0.039 hartree/bohr.

=====

Entry 3:
Entry from OMol25: 4 unconnected molecules or ions with the total composition C22H38FN2O5P in a non-equilibrium geometry (wB97M-V/def2-TZVPD).

Geometry as XYZ:
```
69
Properties=species:S:1:pos:R:3
C 3.6138 -1.9067 2.1689
C 2.6985 -0.9271 2.1716
C 2.1147 -0.2792 0.8914
C 3.0603 -0.6981 -0.2642
N 3.7299 -0.9832 -1.1294
C 2.1194 1.2877 0.8926
C 0.9285 1.9496 1.6461
F 0.8414 3.2817 1.1416
C 0.6889 -0.9224 0.5005
C 1.0249 -2.3475 -0.0211
N 1.2805 -3.4325 -0.2286
O -0.0470 -0.9774 1.7032
C -1.2829 -1.7048 1.5888
C -2.4498 -0.7659 2.1051
P -0.1460 -0.0039 -0.9232
O 0.2900 -0.5969 -2.2288
H 3.7908 -2.5752 1.3058
H 4.1947 -2.0759 3.0960
H 2.3264 -0.6076 3.1623
H 2.2473 1.7054 -0.1350
H 3.0480 1.5965 1.4372
H -0.0648 1.4983 1.4354
H 1.1077 2.0789 2.7368
H -1.5576 -1.9895 0.5502
H -1.2853 -2.6539 2.1783
H -2.2144 0.2985 1.8713
H -2.6403 -0.8862 3.1906
H -3.3582 -1.0738 1.5324
H -1.5509 -0.2167 -0.7530
H 0.0955 1.4001 -0.9102
C 0.5602 -6.4753 -2.5461
C -0.5227 -5.4152 -2.4793
C -1.7724 -6.2227 -2.7855
O -1.5376 -7.5479 -2.2938
C -0.1498 -7.6843 -1.9623
H 1.4675 -6.2110 -2.0033
H 0.8291 -6.6667 -3.5891
H -0.5792 -5.0073 -1.4670
H -0.3708 -4.5871 -3.1718
H -1.9484 -6.2897 -3.8648
H -2.6663 -5.8103 -2.3131
H -0.0649 -7.7049 -0.8702
H 0.2301 -8.6278 -2.3581
C 0.5725 4.8382 4.3147
C -0.5304 5.8794 4.3727
C -1.7613 5.0467 4.0563
O -1.5036 3.7246 4.5500
C -0.1178 3.6164 4.8918
H 1.4709 5.1185 4.8651
H 0.8522 4.6529 3.2738
H -0.6037 6.2865 5.3852
H -0.3890 6.7101 3.6816
H -1.9264 4.9764 2.9760
H -2.6665 5.4407 4.5212
H -0.0418 3.5950 5.9844
H 0.2851 2.6821 4.4983
C -1.1682 1.7063 -4.6845
C -1.4679 3.1803 -4.9015
C -0.7322 3.8254 -3.7385
O 0.3969 2.9926 -3.4515
C 0.2561 1.7493 -4.1632
H -1.2729 1.0991 -5.5833
H -1.8362 1.3002 -3.9176
H -1.0335 3.5112 -5.8489
H -2.5324 3.4162 -4.9141
H -1.3614 3.8622 -2.8415
H -0.3921 4.8376 -3.9654
H 0.9796 1.7477 -4.9863
H 0.4855 0.9178 -3.4951
```

The LUMO energy comes out at 0.277 eV. The calculation puts the total energy at -1787.83176 a.u. The HOMO energy comes out at -9.18 eV. As for the SMILES: C=C[C@](C#N)(CCF)[C@@](C#N)(OCC)[PH2]=O.C1CCOC1.C1CCOC1.C1CCOC1. For the maximum force, the calculation gives 0.076 hartree/bohr.

=====

Entry 4:
Entry from OMol25: a molecular structure, C10H14ClN in a non-equilibrium geometry (wB97M-V/def2-TZVPD).

Geometry as XYZ:
```
26
Properties=species:S:1:pos:R:3
C -3.2233 0.6786 0.6815
C -3.6591 -0.3690 -0.1684
C -1.8531 1.0090 0.7208
C -2.7304 -0.9987 -0.9448
C -1.0694 0.2934 -0.1689
C 1.4381 -0.4055 1.8992
C 3.0433 -0.4647 -0.0944
C 0.8008 0.4956 -1.8106
C 1.5339 -0.5493 0.3065
C 0.8128 0.6211 -0.3808
N -1.4698 -0.6865 -0.9940
Cl 1.3614 2.2231 0.1108
H -3.8368 1.1457 1.4754
H -4.7115 -0.7107 -0.1042
H -1.4398 1.8465 1.3271
H -2.9732 -1.8398 -1.5993
H 1.5563 0.6360 2.2513
H 2.2867 -0.8814 2.3533
H 0.6406 -0.8025 2.4511
H 3.6735 -1.1871 0.3868
H 2.9346 -0.5400 -1.2021
H 3.3537 0.5536 0.2383
H -0.0639 1.0708 -2.2797
H 1.8739 0.7703 -2.1653
H 0.6608 -0.4917 -2.2398
H 1.0599 -1.4168 -0.0498
```

As for the relative energy (zero: lowest compared OMol25 entry of this formula, charge and spin): 57.3 kcal/mol. The LUMO energy comes out at 0.843 eV. The calculation puts the total energy at -904.31619 a.u. The HOMO energy comes out at -9.27 eV. For the maximum force, the calculation gives 0.103 hartree/bohr.

=====

Copy entry 4 word for word.
Entry from OMol25: a molecular structure, C10H14ClN in a non-equilibrium geometry (wB97M-V/def2-TZVPD).

Geometry as XYZ:
```
26
Properties=species:S:1:pos:R:3
C -3.2233 0.6786 0.6815
C -3.6591 -0.3690 -0.1684
C -1.8531 1.0090 0.7208
C -2.7304 -0.9987 -0.9448
C -1.0694 0.2934 -0.1689
C 1.4381 -0.4055 1.8992
C 3.0433 -0.4647 -0.0944
C 0.8008 0.4956 -1.8106
C 1.5339 -0.5493 0.3065
C 0.8128 0.6211 -0.3808
N -1.4698 -0.6865 -0.9940
Cl 1.3614 2.2231 0.1108
H -3.8368 1.1457 1.4754
H -4.7115 -0.7107 -0.1042
H -1.4398 1.8465 1.3271
H -2.9732 -1.8398 -1.5993
H 1.5563 0.6360 2.2513
H 2.2867 -0.8814 2.3533
H 0.6406 -0.8025 2.4511
H 3.6735 -1.1871 0.3868
H 2.9346 -0.5400 -1.2021
H 3.3537 0.5536 0.2383
H -0.0639 1.0708 -2.2797
H 1.8739 0.7703 -2.1653
H 0.6608 -0.4917 -2.2398
H 1.0599 -1.4168 -0.0498
```

As for the relative energy (zero: lowest compared OMol25 entry of this formula, charge and spin): 57.3 kcal/mol. The LUMO energy comes out at 0.843 eV. The calculation puts the total energy at -904.31619 a.u. The HOMO energy comes out at -9.27 eV. For the maximum force, the calculation gives 0.103 hartree/bohr.